[1]
Formula: C40H26Cl4NO5PS2V
Source: OMol25
Level of theory: ωB97M-V/def2-TZVPD

Each line ends with the Mulliken spin population.
CARTESIAN COORDINATES (ANGSTROEM)
V (-0.66847, -0.68690, -0.59222)  1.19
C (-0.61446, 2.98462, 5.94554)  0.00
C (-1.44552, 2.24891, 5.10743)  0.00
C (-1.02951, 1.90958, 3.82838)  0.00
C (0.22329, 2.31733, 3.35538)  0.00
C (1.05423, 3.04352, 4.20686)  0.00
C (0.63948, 3.37516, 5.49408)  0.00
P (0.62823, 1.82185, 1.62248)  0.03
C (2.37775, 2.39574, 1.46651)  0.00
C (2.83373, 3.48890, 0.73164)  0.00
C (4.19531, 3.78060, 0.65290)  0.00
C (5.12350, 2.98293, 1.30598)  0.00
C (4.68513, 1.87706, 2.03061)  0.00
C (3.32917, 1.58341, 2.09841)  0.00
C (-0.35261, 3.05942, 0.67282)  -0.02
C (-0.41484, 4.34016, 1.16056)  0.00
C (-1.10188, 5.37522, 0.49243)  0.00
C (-1.71261, 5.08625, -0.68982)  0.00
C (-1.68025, 3.77723, -1.23534)  -0.01
C (-2.32172, 3.56906, -2.48130)  0.01
C (-2.30730, 2.33071, -3.03874)  -0.01
C (-1.67559, 1.26863, -2.36188)  -0.02
C (-1.03158, 1.37289, -1.14342)  -0.04
C (-1.01896, 2.69664, -0.55468)  -0.04
H (-0.93659, 3.23868, 6.94868)  0.00
H (-2.41684, 1.91778, 5.45637)  0.00
H (-1.66559, 1.29929, 3.19278)  0.00
H (2.03449, 3.36317, 3.86822)  0.00
H (1.29886, 3.94482, 6.13983)  0.00
H (2.12277, 4.11285, 0.20516)  0.00
H (4.52762, 4.63633, 0.07479)  0.00
H (6.18184, 3.20843, 1.23735)  0.00
H (5.39936, 1.23163, 2.52920)  0.00
H (2.99510, 0.70487, 2.64707)  0.00
H (0.08970, 4.57247, 2.09270)  0.00
H (-1.12925, 6.37503, 0.91111)  0.00
H (-2.24314, 5.85556, -1.24462)  0.00
H (-2.80695, 4.40878, -2.96866)  0.00
H (-2.78845, 2.14385, -3.99291)  0.00
H (-1.73529, 0.30350, -2.85083)  0.01
Cl (4.01931, -3.15394, 3.63111)  0.00
C (2.46846, -2.48274, 3.20209)  0.00
C (1.44611, -2.34407, 4.15042)  0.00
Cl (1.74218, -2.85411, 5.79022)  0.00
C (0.20861, -1.80318, 3.81159)  0.00
Cl (-1.06995, -1.64172, 4.97778)  0.00
C (-0.07722, -1.37955, 2.47799)  0.00
O (-1.14892, -0.88131, 2.03924)  0.00
C (1.00044, -1.51340, 1.57290)  0.01
O (0.69844, -1.05082, 0.32549)  -0.07
C (2.21830, -2.05636, 1.89191)  -0.01
Cl (3.43221, -2.16789, 0.65533)  0.00
O (-3.14546, -1.97156, -2.34485)  0.00
S (-3.02450, -2.01641, -0.89507)  0.00
O (-4.23088, -2.34637, -0.18989)  0.00
O (-2.51352, -0.60889, -0.44793)  -0.02
S (-1.43597, -3.11860, -0.35918)  -0.02
C (1.46191, -4.37626, -4.30789)  0.00
C (0.12962, -4.02781, -4.12522)  0.00
C (-0.22663, -2.85633, -3.46566)  0.00
C (0.74844, -2.00270, -2.95421)  0.01
C (2.09060, -2.35669, -3.14826)  -0.01
C (2.44419, -3.52212, -3.81425)  0.00
N (0.41338, -0.79147, -2.26434)  -0.03
C (1.20377, 0.31008, -2.70925)  0.01
C (1.25117, 0.65283, -4.06413)  0.00
C (1.98900, 1.74183, -4.50533)  0.00
C (2.71752, 2.51579, -3.60307)  0.00
C (2.69748, 2.16677, -2.25892)  0.00
C (1.95395, 1.07503, -1.81976)  0.00
H (1.73111, -5.29182, -4.82207)  0.00
H (-0.65766, -4.67515, -4.49860)  0.00
H (-1.26996, -2.58723, -3.35842)  0.00
H (2.86317, -1.70758, -2.75217)  0.00
H (3.49347, -3.76678, -3.93812)  0.00
H (0.68635, 0.05024, -4.76703)  0.00
H (1.98504, 1.99670, -5.56047)  0.00
H (3.28721, 3.37452, -3.94212)  0.00
H (3.27439, 2.73833, -1.53839)  0.00
H (1.96050, 0.79636, -0.77293)  0.01

Force components x, y, z for each atom (eV/Å):
V 0.43 0.37 -0.75
C 0.06 -0.01 -0.08
C 0.06 0.00 -0.02
C 0.02 -0.04 -0.04
C -0.01 0.10 -0.12
C 0.01 0.05 0.04
C -0.05 -0.06 -0.07
P -0.05 -0.21 0.01
C -0.02 0.09 0.09
C 0.01 0.05 0.20
C -0.10 -0.03 0.12
C -0.10 -0.06 0.01
C -0.12 0.03 -0.04
C 0.07 0.02 0.03
C 0.10 -0.12 -0.01
C 0.01 0.24 0.06
C 0.06 -0.17 0.02
C 0.03 -0.09 0.02
C -0.04 0.03 -0.07
C 0.09 0.03 0.15
C 0.09 -0.11 0.06
C -0.08 0.12 -0.06
C -0.30 0.52 0.13
C 0.14 -0.04 -0.16
H 0.00 0.00 -0.01
H 0.03 0.00 -0.01
H 0.06 0.00 0.02
H -0.05 -0.03 -0.02
H -0.01 -0.02 -0.01
H -0.04 0.02 0.02
H -0.02 -0.03 -0.01
H -0.03 -0.01 0.01
H -0.03 0.01 -0.02
H 0.03 0.04 -0.05
H -0.02 -0.01 -0.01
H 0.00 -0.03 0.01
H 0.03 -0.04 0.01
H 0.00 0.00 0.03
H 0.01 -0.01 0.02
H -0.03 -0.06 0.03
Cl -0.21 0.09 -0.05
C -0.05 0.01 0.11
C 0.01 0.04 -0.06
Cl -0.04 0.04 -0.14
C -0.05 -0.03 0.00
Cl 0.17 -0.02 -0.09
C -0.63 0.35 0.19
O 0.06 -0.04 0.28
C -0.26 0.37 -1.21
O 2.73 -0.90 1.95
C 0.34 -0.01 0.00
Cl -0.10 0.02 0.13
O -0.12 -0.11 0.06
S -0.38 0.24 -0.20
O -0.13 -0.08 0.17
O -1.27 -0.56 -0.32
S 0.13 0.31 -0.28
C 0.01 0.16 0.08
C -0.05 0.04 0.04
C -0.14 -0.04 -0.14
C -0.03 0.45 0.25
C 0.09 -0.03 0.07
C -0.12 0.03 0.01
N -0.01 -0.31 -0.58
C -0.17 -0.42 0.23
C 0.00 0.02 -0.12
C 0.00 -0.01 0.09
C -0.13 -0.14 -0.02
C 0.01 -0.07 -0.02
C 0.16 0.18 0.10
H 0.00 0.01 0.01
H 0.03 0.03 0.00
H 0.02 -0.05 0.10
H -0.02 0.00 -0.01
H 0.00 0.00 0.01
H 0.00 0.04 0.00
H 0.00 -0.02 0.03
H -0.02 -0.05 0.00
H -0.09 -0.13 -0.18
H 0.00 0.02 -0.03

**Charge**: -2
**Spin multiplicity**: 2
**Orbital gap (alpha / beta)**: 6.6 / 6.6 eV

***

[2]
Formula: C39H46AuFN7O4
Source: OMol25
Level of theory: ωB97M-V/def2-TZVPD

Each line ends with the Mulliken spin population.
CARTESIAN COORDINATES (ANGSTROEM)
Au (1.13776, -0.15432, 0.40998)  0.48
C (1.37417, -2.10393, -4.19159)  0.01
C (0.97830, -0.74189, -3.60021)  0.00
C (2.16000, -0.16427, -2.82322)  0.00
C (-0.37646, -0.83521, -2.90147)  0.06
C (-1.46950, -0.47695, -3.68300)  -0.01
C (-2.77032, -0.61010, -3.24098)  0.01
C (-3.01406, -1.14505, -1.99010)  -0.01
C (-1.97347, -1.53693, -1.16684)  0.04
C (-2.28730, -2.12092, 0.20448)  0.00
C (-3.26344, -1.24661, 0.99871)  0.00
C (-2.86044, -3.53858, 0.06292)  0.00
C (-0.65031, -1.36766, -1.62379)  -0.02
N (0.38741, -1.79262, -0.74148)  0.59
C (0.59812, -3.12565, -0.71482)  0.04
C (0.04832, -3.98528, -1.71050)  0.17
C (0.39645, -5.31075, -1.80833)  -0.08
C (1.29387, -5.87517, -0.90564)  0.19
C (1.79609, -5.09325, 0.12838)  -0.08
C (1.44206, -3.77173, 0.21182)  0.13
F (1.92348, -3.07506, 1.26248)  0.01
H (2.22634, -1.98149, -4.86201)  0.00
H (0.55051, -2.54449, -4.75525)  0.00
H (1.67040, -2.79852, -3.40457)  0.00
H (0.80787, -0.06241, -4.43670)  0.00
H (2.51858, -0.85359, -2.05563)  0.00
H (1.89726, 0.79083, -2.36751)  0.00
H (2.98489, 0.00865, -3.51639)  0.00
H (-1.28958, -0.06773, -4.66889)  0.00
H (-3.59408, -0.28213, -3.85963)  0.00
H (-4.03733, -1.25417, -1.65618)  0.00
H (-1.36044, -2.17230, 0.78376)  0.00
H (-4.19320, -1.08829, 0.45299)  0.00
H (-2.81667, -0.27906, 1.22482)  0.00
H (-3.51232, -1.74068, 1.94019)  0.00
H (-3.79091, -3.51363, -0.50574)  0.00
H (-3.07822, -3.95877, 1.04700)  0.00
H (-2.16672, -4.20533, -0.44966)  0.00
H (-0.62964, -3.54854, -2.42962)  0.01
H (-0.02025, -5.90704, -2.60833)  0.00
H (1.59887, -6.90698, -1.00799)  0.00
H (2.46968, -5.51420, 0.86354)  0.00
N (2.94609, -0.69619, 1.80959)  0.10
C (2.78276, 0.22798, 2.95232)  0.01
C (4.00855, 0.31689, 3.86314)  0.00
C (4.42765, -0.96494, 4.59169)  0.01
C (3.60389, -1.25586, 5.85862)  0.00
N (2.17509, -1.53072, 5.68111)  0.00
C (1.63367, -2.64465, 5.22673)  0.00
N (0.30833, -2.71784, 5.07894)  0.00
N (2.38930, -3.71157, 4.95751)  0.00
C (2.48066, 1.64557, 2.36943)  0.00
O (2.67617, 2.60177, 3.09265)  0.02
O (2.05488, 1.64870, 1.16311)  0.14
H (3.06687, -1.66319, 2.08052)  -0.01
H (3.75764, -0.40667, 1.27062)  -0.01
H (1.87346, -0.03823, 3.49511)  -0.01
H (3.84007, 1.10737, 4.59571)  0.00
H (4.83168, 0.65607, 3.22920)  0.00
H (5.45427, -0.84082, 4.94080)  0.00
H (4.43177, -1.81636, 3.90312)  0.00
H (3.64561, -0.37459, 6.49530)  0.00
H (4.05326, -2.07890, 6.42018)  0.00
H (1.55195, -0.75223, 5.82422)  0.00
H (-0.25573, -1.88288, 5.09461)  0.00
H (-0.10041, -3.51472, 4.62328)  0.00
H (3.36481, -3.72340, 5.19927)  0.00
H (1.96433, -4.57989, 4.68558)  0.00
O (-1.00276, 1.03852, 1.62473)  0.00
C (-0.93651, 1.73714, 0.60750)  0.01
N (-1.62447, 2.87078, 0.35354)  0.00
C (-1.35247, 3.39097, -0.97204)  0.02
C (-0.25942, 2.34932, -1.45150)  0.02
O (0.32824, 2.40829, -2.51230)  0.00
N (-0.15596, 1.41417, -0.48748)  0.15
C (-2.54523, 3.23028, -1.91900)  0.00
C (-2.42840, 3.62109, -3.25103)  0.00
C (-3.49671, 3.48059, -4.12171)  0.00
C (-4.70273, 2.95936, -3.67228)  0.00
C (-4.82568, 2.57415, -2.34733)  0.00
C (-3.75254, 2.69947, -1.47543)  0.00
C (-0.86770, 4.83750, -0.94563)  0.00
C (0.09453, 5.32754, -1.82389)  0.00
C (0.43139, 6.67383, -1.81936)  0.00
C (-0.18024, 7.54728, -0.93500)  0.00
C (-1.13189, 7.06550, -0.05085)  0.00
C (-1.47269, 5.72314, -0.05553)  0.00
H (-2.15478, 3.36281, 1.04842)  0.00
H (-1.49159, 4.02500, -3.60832)  0.00
H (-3.38967, 3.77880, -5.15705)  0.00
H (-5.54269, 2.86202, -4.34816)  0.00
H (-5.76521, 2.17612, -1.98306)  0.00
H (-3.86471, 2.38220, -0.44779)  0.00
H (0.59643, 4.65481, -2.50096)  0.00
H (1.18249, 7.03838, -2.50807)  0.00
H (0.08525, 8.59636, -0.92971)  0.00
H (-1.61486, 7.73862, 0.64587)  0.00
H (-2.23182, 5.37706, 0.63611)  0.00

Force components x, y, z for each atom (eV/Å):
Au 0.89 0.93 -0.36
C -0.10 0.17 -0.04
C 0.21 -0.16 0.14
C -0.19 0.11 0.15
C 0.18 -0.18 0.23
C -0.12 0.15 0.02
C -0.03 0.03 0.06
C -0.12 0.07 -0.15
C 0.37 0.10 0.28
C -0.20 -0.06 -0.03
C 0.16 0.06 -0.02
C 0.13 0.11 0.07
C -0.66 0.29 -0.73
N -0.06 -0.31 0.28
C 0.11 -0.01 -0.42
C -0.01 -0.05 -0.12
C -0.08 0.01 -0.07
C -0.07 0.10 -0.04
C 0.05 -0.11 0.03
C 0.22 -0.14 0.31
F -0.15 -0.13 -0.04
H -0.01 -0.03 0.00
H 0.02 -0.05 -0.03
H 0.02 -0.05 0.01
H -0.02 0.01 0.01
H 0.04 -0.07 0.05
H 0.06 -0.07 -0.04
H 0.02 -0.03 0.02
H 0.05 0.03 0.00
H -0.01 -0.01 -0.05
H 0.00 0.00 0.05
H -0.05 -0.01 0.00
H -0.04 -0.04 0.02
H -0.05 -0.01 -0.01
H -0.02 0.01 0.02
H -0.01 -0.02 -0.01
H -0.02 -0.02 -0.01
H -0.05 -0.05 -0.01
H 0.05 -0.04 -0.02
H 0.01 -0.01 0.01
H -0.02 -0.02 0.06
H 0.00 0.09 0.01
N -0.21 0.08 0.23
C 0.16 0.36 -0.23
C -0.06 -0.25 -0.03
C -0.43 0.15 0.00
C 0.42 -0.06 -0.17
N 0.03 0.28 -0.19
C 0.09 0.01 0.18
N -0.11 -0.06 -0.24
N -0.02 0.06 -0.03
C 0.10 -0.32 0.55
O -0.04 0.04 -0.14
O -0.26 0.01 -0.25
H 0.04 0.13 0.01
H -0.02 -0.05 -0.06
H -0.01 -0.23 -0.02
H -0.02 0.11 -0.12
H 0.09 0.02 0.10
H 0.02 -0.08 -0.01
H 0.01 -0.09 0.09
H 0.03 -0.06 0.11
H -0.06 0.02 0.08
H -0.04 0.02 0.02
H 0.03 0.01 0.02
H -0.06 -0.05 0.00
H 0.01 0.03 -0.02
H 0.00 -0.05 0.02
O 0.12 0.31 -0.10
C -0.13 -0.21 -0.11
N -0.06 0.19 -0.17
C 0.38 -0.37 -0.30
C -0.06 0.58 -0.06
O -0.18 -0.08 0.11
N -0.13 -0.86 0.90
C -0.19 0.06 0.10
C 0.03 -0.03 0.01
C 0.02 -0.04 -0.02
C -0.02 -0.02 0.02
C -0.08 -0.05 -0.01
C 0.10 0.05 -0.06
C -0.03 0.06 0.04
C -0.01 -0.08 0.06
C 0.00 0.02 0.08
C 0.04 0.03 -0.04
C -0.06 0.02 0.10
C 0.01 -0.04 -0.11
H 0.02 -0.15 0.11
H 0.01 0.02 0.00
H 0.01 0.03 0.02
H 0.01 0.00 0.00
H 0.01 0.00 -0.01
H 0.03 -0.01 0.02
H -0.02 -0.08 -0.08
H 0.01 -0.02 0.00
H -0.01 0.00 -0.01
H 0.00 -0.01 0.00
H -0.02 0.04 -0.02

**Charge**: +1
**Spin multiplicity**: 3
**Orbital gap (alpha / beta)**: 7.0 / 5.4 eV